Entry from the Open Molecules 2025 dataset: a molecular structure, C31H44BrCaN3P2 at a distorted geometry (wB97M-V/def2-TZVPD).

ORCA input file:
```
! wB97M-V def2-TZVPD RIJCOSX def2/J DEFGRID3
* xyz 2 1
N 5.543 1.982 -5.098
C 5.643 0.658 -4.948
C 4.579 -0.131 -4.484
C 3.341 0.483 -4.151
C 3.259 1.903 -4.330
C 4.393 2.587 -4.805
C 2.230 -0.364 -3.704
Ca 0.126 -1.983 -2.487
P -3.774 -2.140 -0.456
C 0.994 0.117 -3.266
C 0.851 0.919 -2.036
C -0.353 1.601 -1.771
C -0.626 2.119 -0.527
C 0.279 1.966 0.582
C 1.499 1.313 0.273
C 1.821 0.858 -0.999
Br -1.676 0.401 1.560
H 2.477 -1.462 -3.666
H 0.089 -0.029 -3.927
H 4.717 -1.217 -4.380
H 2.368 2.498 -4.131
H 6.600 0.182 -5.180
H 4.402 3.676 -4.944
H -1.070 1.709 -2.607
H 2.802 0.400 -1.234
H -1.585 2.611 -0.406
H 2.255 1.168 1.063
P 0.160 2.553 2.303
C -2.579 -2.851 -1.625
C -3.330 -3.692 -2.680
H -1.907 -3.499 -1.030
H -2.075 -1.977 -2.112
H -2.648 -4.374 -3.205
H -4.131 -4.317 -2.259
H -3.812 -3.079 -3.452
C -4.019 -0.351 -0.773
C -5.284 0.237 -0.126
H -4.078 -0.239 -1.869
H -3.120 0.170 -0.391
H -5.399 1.281 -0.436
H -6.191 -0.297 -0.434
H -5.248 0.239 0.968
C -3.273 -2.385 1.304
C -4.155 -3.354 2.099
H -3.291 -1.397 1.803
H -2.229 -2.738 1.324
H -3.869 -3.359 3.153
H -5.214 -3.095 2.059
H -4.061 -4.385 1.755
C 0.438 1.311 3.590
C 0.249 1.864 4.988
H 1.433 0.875 3.427
H -0.283 0.489 3.390
H 1.169 2.344 5.347
H -0.574 2.589 5.028
H 0.007 1.043 5.671
C -1.496 3.292 2.311
C -1.625 4.558 1.496
H -1.796 3.419 3.359
H -2.189 2.520 1.901
H -1.116 5.397 1.966
H -1.225 4.471 0.485
H -2.676 4.836 1.387
C 1.381 3.905 2.465
C 2.835 3.561 2.757
H 0.973 4.556 3.263
H 1.304 4.472 1.515
H 3.386 3.345 1.837
H 3.305 4.439 3.210
H 2.965 2.727 3.455
N 2.519 -5.531 3.880
C 2.296 -5.063 2.821
C 2.020 -4.381 1.586
C 1.667 -3.029 1.675
C 1.298 -2.353 0.514
N 1.247 -2.978 -0.699
C 1.783 -4.239 -0.808
C 2.116 -4.979 0.324
H 1.672 -2.505 2.638
H 1.080 -1.280 0.547
H 1.936 -4.583 -1.841
H 2.467 -6.009 0.198
*
```

For the highest occupied orbital energy, the calculation gives -11.94 eV. The relative energy (zero: lowest compared OMol25 entry of this formula, charge and spin) comes out at 1.7856 eV. The value obtained for the frontier orbital gap is 4.178 eV.


Entry from the Open Molecules 2025 dataset: a gas-phase ion, C8H18N2O (charge +2) at a distorted geometry (wB97M-V/def2-TZVPD).

ORCA input file:
```
! wB97M-V def2-TZVPD RIJCOSX def2/J DEFGRID3
* xyz 2 1
C 0.149 1.121 1.738
C 0.017 -0.977 -1.350
C 1.159 1.989 -0.130
C 0.073 1.409 -1.070
C -0.543 0.629 2.885
C 0.123 3.610 1.500
C -1.492 -2.907 -1.609
C 1.019 -3.194 -1.139
N 0.494 2.200 1.169
N -0.237 -2.303 -0.892
O -0.233 0.050 -0.521
H 2.094 1.371 0.062
H 1.525 2.972 -0.543
H -0.796 2.014 -1.066
H 0.300 1.313 -2.193
H -1.094 -0.279 2.649
H -1.312 1.231 3.368
H 0.329 0.251 3.481
H -0.451 3.954 0.688
H -0.465 3.555 2.534
H 1.063 4.169 1.672
H -2.321 -2.236 -1.113
H -1.357 -2.611 -2.642
H -1.698 -4.054 -1.496
H 0.818 -3.930 -1.969
H 1.788 -2.532 -1.493
H 1.245 -3.759 -0.125
H 0.238 -0.804 -2.431
H -0.438 -2.253 0.036
*
```

For the highest occupied orbital energy (alpha / beta), the calculation gives -17.22 / -15.25 eV. The relative energy (zero: lowest compared OMol25 entry of this formula, charge and spin) comes out at 4.0210 eV. The value obtained for the frontier orbital gap (alpha / beta) is 10.327 / 6.859 eV.


Entry from the Open Molecules 2025 dataset: a molecular structure, C35H34Br2N5OSV (wB97M-V/def2-TZVPD).

ORCA input file:
```
! wB97M-V def2-TZVPD RIJCOSX def2/J DEFGRID3
* xyz 0 3
V 0.566 0.239 0.239
C 0.662 1.300 3.260
C -0.837 1.266 3.327
C -1.485 1.958 4.341
C -2.859 1.901 4.483
C -3.596 1.140 3.595
C -2.992 0.445 2.553
C -3.864 -0.339 1.616
C -1.593 0.511 2.407
N -0.894 -0.177 1.394
C -1.035 -1.603 1.124
C -1.115 -2.368 2.430
C -0.525 -1.736 -1.036
C -0.070 -2.624 -2.180
N -0.271 -0.343 -1.322
C -0.469 0.316 -2.553
C -1.755 0.718 -2.953
C -2.944 0.462 -2.079
C -1.912 1.390 -4.157
C -0.819 1.683 -4.956
C 0.444 1.294 -4.553
C 0.642 0.600 -3.361
C 2.040 0.154 -3.017
H 1.076 1.716 4.178
H 1.018 1.923 2.434
H 1.077 0.298 3.122
H -0.892 2.531 5.045
H -3.351 2.438 5.283
H -4.674 1.085 3.698
H -4.914 -0.166 1.848
H -3.685 -1.415 1.685
H -3.697 -0.044 0.583
H -1.783 -1.841 3.109
H -0.126 -2.380 2.893
H -1.458 -3.391 2.317
H -0.726 -3.476 -2.331
H 0.933 -3.008 -1.978
H -0.029 -2.038 -3.098
H -2.634 0.410 -1.039
H -3.437 -0.479 -2.340
H -3.676 1.263 -2.178
H -2.904 1.705 -4.458
H -0.952 2.216 -5.889
H 1.303 1.513 -5.178
H 2.424 -0.506 -3.797
H 2.092 -0.382 -2.072
H 2.719 1.008 -2.954
Br -0.961 -6.318 0.172
C -0.649 -4.420 0.196
C -1.744 -3.658 -0.091
C -1.774 -2.147 -0.167
N 0.214 -1.771 0.279
C 1.154 -2.774 0.595
C 0.697 -4.088 0.535
C 2.365 -2.188 0.981
C 3.500 -2.921 1.418
C 4.609 -2.248 1.817
Br 6.134 -3.196 2.413
C 4.641 -0.839 1.801
C 3.523 -0.191 1.352
N 2.396 -0.800 0.935
H -2.666 -4.177 -0.313
H -2.754 -1.775 -0.438
H 1.372 -4.900 0.763
H 3.461 -4.000 1.436
H 5.509 -0.289 2.130
H 3.503 0.889 1.321
O 1.961 1.578 -0.092
N 1.743 2.760 -0.679
C 2.814 3.400 -1.196
C 2.666 4.617 -1.791
C 1.381 5.181 -1.852
C 0.312 4.514 -1.316
C 0.483 3.257 -0.701
S -0.727 2.307 -0.003
H 3.744 2.861 -1.093
H 3.527 5.117 -2.207
H 1.233 6.140 -2.329
H -0.689 4.916 -1.359
*
```

For the highest occupied orbital energy (alpha / beta), the calculation gives -5.62 / -7.22 eV. The value obtained for the frontier orbital gap (alpha / beta) is 5.430 / 6.933 eV.


Entry from the Open Molecules 2025 dataset: 6 unconnected molecules or ions with the total composition C22H41N3O9P at a distorted geometry (wB97M-V/def2-TZVPD).

ORCA input file:
```
! wB97M-V def2-TZVPD RIJCOSX def2/J DEFGRID3
* xyz 1 1
O -0.610 0.882 2.240
N -1.624 0.304 2.150
O -2.264 0.780 0.967
C -3.109 1.892 1.354
C -2.623 3.113 0.532
C -1.298 3.264 0.011
N -0.795 4.281 -0.697
C 0.633 4.267 -1.106
C 1.467 4.666 0.211
O 0.658 5.538 1.018
N -1.548 5.297 -1.032
C -2.798 5.255 -0.600
C -3.493 4.267 0.203
P -5.260 4.395 0.758
O -6.121 5.154 -0.193
H -3.056 2.080 2.451
H -4.148 1.661 1.010
H -0.584 2.442 0.248
H 0.826 4.945 -1.960
H 0.921 3.224 -1.369
H 1.564 3.724 0.811
H 2.443 5.118 -0.050
H 0.126 4.999 1.623
H -3.421 6.126 -0.907
H -5.793 3.102 1.072
H -5.256 5.120 1.994
C -0.081 -2.130 0.782
C 0.573 -2.775 -0.413
O 1.155 -2.108 -1.248
C 0.476 -4.269 -0.527
H 0.070 -1.053 0.733
H -1.153 -2.337 0.776
H 0.371 -2.507 1.701
H -0.568 -4.570 -0.589
H 0.951 -4.739 0.334
H 0.990 -4.596 -1.433
C -0.120 8.655 1.712
C -0.719 8.240 3.030
O -0.842 7.067 3.325
C -1.162 9.334 3.966
H 0.150 7.763 1.147
H -0.848 9.230 1.136
H 0.780 9.250 1.880
H -1.935 9.940 3.490
H -0.309 9.959 4.237
H -1.572 8.890 4.872
C 4.214 -3.373 -0.978
C 4.688 -4.500 -0.097
O 3.965 -4.982 0.749
C 6.093 -5.002 -0.308
H 3.191 -3.118 -0.716
H 4.844 -2.494 -0.831
H 4.240 -3.683 -2.025
H 6.807 -4.196 -0.131
H 6.203 -5.384 -1.325
H 6.297 -5.811 0.393
C -0.957 -7.634 2.731
C -0.828 -7.255 1.279
O -1.091 -6.135 0.892
C -0.358 -8.322 0.326
H -1.303 -6.771 3.300
H -1.682 -8.442 2.842
H 0.013 -7.945 3.122
H -1.057 -9.160 0.331
H 0.639 -8.664 0.611
H -0.311 -7.912 -0.683
C -0.615 -3.559 -5.421
C 0.864 -3.697 -5.159
O 1.507 -4.604 -5.641
C 1.507 -2.663 -4.272
H -0.943 -4.369 -6.073
H -1.167 -3.619 -4.481
H -0.818 -2.608 -5.916
H 1.049 -2.684 -3.282
H 1.397 -1.671 -4.717
H 2.569 -2.885 -4.170
*
```

For the highest occupied orbital energy, the calculation gives -10.74 eV. The value obtained for the frontier orbital gap is 5.278 eV.